The following is a DFT calculation (ωB97M-V/def2-TZVPD) of a 12-piece molecular cluster, C51H153N15O33P12 overall at a distorted geometry.

Charge: 0
Energy: -9436.2711 Ha
E_HOMO: -8.2 eV
SMILES: CN(C)P(=O)(N(C)C)N(C)C.CN(C)P(=O)(N(C)C)N(C)C.CN(C)P(=O)(N(C)C)N(C)C.CN(C)P(=O)(N(C)C)N(C)C.CN(C)P(=O)(N(C)C)N(C)C.COP(=O)(OC)OC.COP(=O)(OC)OC.COP(=O)(OC)OC.COP(=O)(OC)OC.COP(=O)(OC)OC.COP(=O)(OC)OC.COP(=O)(OC)OC
Frontier orbital gap: 8.6 eV

Atoms and positions in Å:
C (-2.21355, -6.40643, 2.84335)
N (-1.08982, -5.44438, 2.73892)
C (-0.16767, -5.77793, 1.64744)
P (-0.76754, -4.20656, 3.72665)
O (0.02069, -3.04202, 3.17696)
N (-2.31803, -3.88986, 4.39499)
C (-2.27385, -3.38337, 5.74747)
C (-3.41473, -3.27477, 3.61090)
N (0.16963, -4.74173, 5.04228)
C (1.28554, -4.03395, 5.63852)
C (-0.09774, -6.01007, 5.65119)
H (-2.89220, -6.17950, 3.70547)
H (-1.77680, -7.40650, 2.87539)
H (-2.74569, -6.37967, 1.92504)
H (0.26894, -6.75389, 1.78530)
H (0.59627, -4.99060, 1.55561)
H (-0.53211, -5.78549, 0.59593)
H (-1.75317, -4.11379, 6.38478)
H (-1.76440, -2.47968, 5.92688)
H (-3.25409, -3.22762, 6.17869)
H (-3.15939, -2.30814, 3.16540)
H (-3.66039, -3.90342, 2.78327)
H (-4.29273, -3.18020, 4.32647)
H (2.16339, -4.69448, 5.70800)
H (1.51659, -3.13907, 5.00012)
H (1.07220, -3.60845, 6.66793)
H (-0.90795, -6.05715, 6.37566)
H (0.78185, -6.44421, 6.15949)
H (-0.40336, -6.72631, 4.92990)
C (4.31026, -0.68742, 6.77119)
N (3.61622, -0.57418, 5.48502)
C (2.17943, -0.24247, 5.58521)
P (4.18035, -0.78404, 3.98003)
O (3.53224, 0.02627, 2.89642)
N (5.82924, -0.58300, 4.22617)
C (6.16124, 0.81958, 4.54332)
C (6.62562, -0.88402, 3.09831)
N (4.06379, -2.39217, 3.55647)
C (3.24765, -2.85952, 2.47311)
C (4.81085, -3.38254, 4.33032)
H (3.71561, -0.11623, 7.43348)
H (5.28137, -0.29527, 6.71737)
H (4.35213, -1.72875, 7.10029)
H (1.75369, -0.26830, 4.57151)
H (2.09769, 0.67454, 6.20219)
H (1.62828, -0.98709, 6.20535)
H (7.23872, 0.97757, 4.67950)
H (5.86828, 1.41314, 3.64030)
H (5.63527, 1.18120, 5.38471)
H (7.59449, -1.11951, 3.48033)
H (6.22809, -1.75642, 2.57680)
H (6.63637, -0.06290, 2.42976)
H (2.28763, -3.26156, 2.86889)
H (2.98589, -1.99270, 1.93403)
H (3.78410, -3.62960, 1.85198)
H (4.11678, -4.00020, 5.03514)
H (5.43944, -2.80760, 5.01522)
H (5.36821, -4.05812, 3.61660)
C (4.46696, 6.48646, 1.01700)
N (4.03693, 5.74334, -0.18883)
C (2.63497, 5.88108, -0.53454)
P (4.89821, 4.42770, -0.74219)
O (4.56494, 4.10275, -2.14799)
N (6.43554, 5.00638, -0.39487)
C (6.82558, 6.09150, -1.24909)
C (7.51499, 4.12087, 0.08180)
N (4.69866, 3.07672, 0.27807)
C (4.53751, 3.10522, 1.78947)
C (5.15975, 1.78151, -0.24503)
H (4.40839, 7.56937, 0.86973)
H (5.45281, 6.24144, 1.36462)
H (3.72479, 6.25563, 1.76714)
H (2.36883, 6.99923, -0.65893)
H (1.95256, 5.54216, 0.28498)
H (2.35656, 5.32710, -1.47790)
H (7.27878, 6.93738, -0.70985)
H (7.49877, 5.71584, -2.00291)
H (5.98183, 6.50920, -1.84672)
H (7.89297, 3.49822, -0.68884)
H (8.30549, 4.73820, 0.51685)
H (7.10856, 3.56137, 0.92887)
H (4.08527, 2.10220, 2.07193)
H (5.57869, 3.14873, 2.29843)
H (3.93196, 3.84919, 2.24173)
H (6.19363, 1.56530, 0.00220)
H (4.87953, 1.67493, -1.31513)
H (4.50752, 1.04042, 0.32742)
C (-8.05822, -1.21824, -1.00580)
N (-7.28123, -0.06993, -0.69864)
C (-7.48913, 0.96836, -1.62569)
P (-6.67222, 0.02666, 0.84741)
O (-6.16688, -1.29449, 1.30979)
N (-5.54272, 1.17422, 0.73997)
C (-5.26846, 2.03512, 1.92682)
C (-4.37856, 1.14903, -0.20039)
N (-7.81775, 0.67912, 1.84050)
C (-8.58752, 1.80593, 1.36024)
C (-8.19702, 0.20846, 3.20948)
H (-7.58541, -1.73132, -1.88860)
H (-9.08746, -0.92813, -1.30717)
H (-8.18274, -1.94309, -0.21292)
H (-7.03851, 1.83703, -1.21200)
H (-8.57548, 1.13356, -1.67177)
H (-7.18571, 0.77588, -2.64411)
H (-5.18792, 3.06917, 1.50531)
H (-5.99150, 2.05706, 2.71723)
H (-4.31256, 1.72273, 2.39185)
H (-3.49526, 1.49243, 0.34061)
H (-4.09428, 0.15295, -0.56172)
H (-4.59508, 1.87557, -0.95955)
H (-9.60753, 1.59159, 1.62503)
H (-8.34122, 2.76777, 1.73752)
H (-8.47909, 1.83385, 0.28195)
H (-7.71831, -0.76813, 3.32305)
H (-9.28470, 0.12031, 3.43472)
H (-7.86277, 0.88922, 4.01294)
C (-1.92735, -1.14649, 0.98809)
N (-0.81694, -0.31427, 0.67311)
C (0.07260, 0.05533, 1.80426)
P (-0.30565, -0.12619, -0.89103)
O (-1.42824, -0.13204, -1.86004)
N (0.55127, 1.34890, -0.89490)
C (1.93941, 1.51411, -0.71417)
C (-0.14992, 2.57783, -1.17934)
N (0.88268, -1.24232, -1.24563)
C (1.57249, -1.33419, -2.52970)
C (0.87943, -2.58387, -0.51379)
H (-2.86845, -0.74091, 1.44965)
H (-1.54807, -1.87880, 1.67967)
H (-2.24114, -1.53263, 0.01979)
H (-0.43132, 0.47856, 2.62578)
H (0.68359, 0.86788, 1.44776)
H (0.69263, -0.83545, 2.07000)
H (2.46054, 2.18434, -1.41804)
H (2.24118, 1.90939, 0.32217)
H (2.40621, 0.53182, -0.80986)
H (-1.04618, 2.47619, -1.82156)
H (-0.55792, 3.07839, -0.23778)
H (0.45621, 3.39255, -1.62043)
H (1.04187, -1.79440, -3.33945)
H (1.75964, -0.34139, -2.88456)
H (2.51863, -1.87340, -2.36104)
H (0.37805, -2.43162, 0.42342)
H (1.93118, -2.87176, -0.40042)
H (0.18536, -3.27247, -1.07801)
C (5.10383, -1.27658, -2.17791)
O (6.53410, -1.18032, -1.98523)
P (7.56621, -0.50496, -2.94563)
O (7.52671, -0.78191, -4.37439)
O (7.44220, 1.05152, -2.60599)
C (7.01402, 1.92666, -3.68442)
O (8.92926, -0.92547, -2.26805)
C (10.21111, -0.45315, -2.73778)
H (4.65182, -0.32505, -2.50966)
H (4.70040, -1.51309, -1.12862)
H (4.82241, -1.99957, -2.89946)
H (6.15366, 1.43705, -4.21367)
H (7.80312, 2.16231, -4.42027)
H (6.66088, 2.79213, -3.12579)
H (10.58987, 0.39763, -2.13628)
H (10.16429, -0.22685, -3.78497)
H (10.79755, -1.35576, -2.45928)
C (1.21412, 3.35341, 2.83425)
O (0.26650, 3.50289, 3.97422)
P (-1.35348, 3.42336, 3.73495)
O (-1.81809, 2.77748, 2.48187)
O (-1.88681, 4.91541, 3.84050)
C (-3.09871, 5.38779, 3.23393)
O (-1.75077, 2.64270, 5.02499)
C (-1.28784, 1.36259, 5.20493)
H (1.71030, 4.33125, 2.61018)
H (0.65076, 3.08432, 1.97211)
H (1.96975, 2.57903, 3.09016)
H (-2.81555, 6.31612, 2.73241)
H (-3.74417, 5.62506, 4.11586)
H (-3.60651, 4.71465, 2.58322)
H (-0.22564, 1.24101, 4.92908)
H (-1.81007, 0.73149, 4.57336)
H (-1.41679, 1.00762, 6.22861)
C (4.81254, 0.20473, -7.28440)
O (3.36884, 0.33235, -7.00645)
P (3.00461, -0.18013, -5.58866)
O (3.38272, -1.59124, -5.35271)
O (3.66256, 0.72228, -4.50256)
C (3.33781, 2.18699, -4.36686)
O (1.50978, 0.18317, -5.36374)
C (0.43287, -0.42842, -6.09859)
H (4.78433, 0.27643, -8.34497)
H (5.15059, -0.76691, -7.00769)
H (5.29279, 1.01783, -6.72081)
H (2.40364, 2.46727, -4.75435)
H (4.11085, 2.64672, -4.89763)
H (3.55123, 2.47120, -3.34070)
H (0.29988, -1.51133, -6.00924)
H (0.61230, -0.21181, -7.19978)
H (-0.48251, 0.02651, -5.73871)
C (-6.53675, 6.02497, 1.95674)
O (-6.95218, 5.88210, 0.60170)
P (-5.84244, 5.61458, -0.43956)
O (-5.41727, 6.91466, -1.13798)
O (-4.65999, 4.75543, 0.35381)
C (-3.51542, 4.39700, -0.45873)
O (-6.49951, 4.50363, -1.44688)
C (-6.82449, 4.93297, -2.76696)
H (-5.68362, 6.74808, 2.11262)
H (-6.16657, 5.04384, 2.32750)
H (-7.37037, 6.43642, 2.49043)
H (-3.04236, 5.39041, -0.62620)
H (-3.76042, 4.01535, -1.43711)
H (-2.94144, 3.73032, 0.21843)
H (-7.13613, 4.02579, -3.32257)
H (-6.04461, 5.54832, -3.30203)
H (-7.75895, 5.53521, -2.82535)
C (-3.74741, 0.27806, -4.06606)
O (-3.31898, 1.32464, -5.00436)
P (-4.16145, 2.63566, -5.17994)
O (-5.24714, 2.78494, -4.19683)
O (-3.10330, 3.81081, -5.35494)
C (-2.33398, 4.06520, -4.18408)
O (-4.67809, 2.69519, -6.66819)
C (-3.79375, 2.66177, -7.73882)
H (-4.83689, 0.14969, -4.14083)
H (-3.38807, 0.56086, -3.06180)
H (-3.18785, -0.63656, -4.34016)
H (-3.05075, 4.20458, -3.37219)
H (-1.88154, 5.03598, -4.37153)
H (-1.58809, 3.34323, -4.03458)
H (-4.40530, 3.04971, -8.56157)
H (-3.47121, 1.65263, -7.89399)
H (-3.03852, 3.39070, -7.55548)
C (-6.93972, -4.36443, 0.64889)
O (-5.93044, -5.27910, 0.14324)
P (-4.58901, -4.80368, -0.50338)
O (-3.45761, -4.46602, 0.33238)
O (-4.14632, -5.85960, -1.60845)
C (-4.74571, -6.84730, -2.36560)
O (-5.14901, -3.58025, -1.25618)
C (-4.28062, -2.49529, -1.77921)
H (-6.59159, -3.31030, 0.77538)
H (-7.23657, -4.76234, 1.61613)
H (-7.78684, -4.35826, -0.14653)
H (-5.40026, -6.41212, -3.06691)
H (-5.36871, -7.51173, -1.71043)
H (-4.04274, -7.30620, -2.94638)
H (-4.64643, -1.56976, -1.20303)
H (-4.45193, -2.36989, -2.83172)
H (-3.22916, -2.81087, -1.57766)
C (3.39268, -5.31987, -1.46229)
O (3.35600, -6.36040, -2.44588)
P (2.09773, -6.42564, -3.42862)
O (2.34292, -7.30054, -4.54884)
O (0.86636, -6.71471, -2.47721)
C (-0.53611, -6.37800, -2.89203)
O (2.01371, -4.91297, -3.83319)
C (2.39752, -4.47862, -5.13420)
H (2.51130, -5.27632, -0.84660)
H (3.43369, -4.34074, -1.92811)
H (4.29231, -5.52567, -0.88172)
H (-0.43974, -5.38050, -3.39737)
H (-1.21433, -6.24839, -1.99122)
H (-0.95307, -7.15727, -3.55380)
H (1.47545, -4.00425, -5.57371)
H (2.77337, -5.37339, -5.69967)
H (3.17814, -3.77288, -5.04233)

***

The following is a DFT calculation (ωB97M-V/def2-TZVPD) of C29H41BN12SV as an isolated structure.

Charge: 0
Energy: -3153.9953 Ha
Multiplicity: 4
E_HOMO (alpha / beta): -6.5 / -6.8 eV
Relative energy (zero: lowest compared OMol25 entry of this formula, charge and spin): 0.0 kJ/mol
Frontier orbital gap (alpha / beta): 6.6 / 6.8 eV

Atoms and positions in Å:
V (-0.30162, -0.03211, 0.12865)
C (-4.38752, 0.22746, -1.56060)
C (-2.98158, -0.10738, -1.16764)
N (-2.55061, -0.05948, 0.06580)
N (-3.47964, 0.28283, 0.96487)
C (-3.17365, 0.05002, 2.25291)
N (-4.13667, 0.54098, 3.08896)
S (-1.81069, -0.68152, 2.91243)
C (-2.05866, -0.64343, -2.16280)
C (-2.46497, -0.99940, -3.45234)
C (-1.57481, -1.64207, -4.28963)
C (-0.29877, -1.94032, -3.82928)
C (0.04158, -1.53788, -2.55355)
N (-0.79790, -0.87833, -1.75336)
H (-4.82344, 0.88989, -0.81863)
H (-5.01273, -0.66942, -1.60582)
H (-4.41440, 0.70538, -2.54135)
H (-5.02416, 0.77646, 2.67621)
H (-4.11618, 0.21322, 4.03774)
H (-3.47350, -0.79447, -3.77855)
H (-1.87948, -1.92808, -5.28817)
H (0.41647, -2.47298, -4.43958)
H (1.02472, -1.72925, -2.14235)
C (-1.69471, -4.38267, -1.18310)
C (-1.79653, -3.46893, 0.03947)
C (-2.79700, -4.02700, 1.05290)
C (-0.45417, -3.26379, 0.67632)
C (0.32168, -4.22137, 1.34779)
C (1.42530, -3.53021, 1.79572)
N (1.30837, -2.25423, 1.40348)
N (0.16241, -2.08175, 0.71220)
B (2.27606, -1.09037, 1.63940)
N (1.65322, 0.02499, 2.49115)
C (2.01806, 0.34155, 3.73879)
C (1.35526, 1.48936, 4.10400)
C (0.57721, 1.82844, 2.98752)
N (0.75436, 0.92167, 2.01501)
C (-0.27874, 3.06482, 2.85953)
C (-0.02958, 4.02134, 4.02438)
C (-1.76768, 2.76049, 2.74622)
N (2.72930, -0.51467, 0.27428)
C (3.96492, -0.62413, -0.22258)
C (3.97679, -0.06624, -1.47728)
C (2.66043, 0.37557, -1.69497)
N (1.90770, 0.10345, -0.61594)
C (2.26487, 1.00373, -3.02080)
C (3.23001, 2.14877, -3.35834)
C (0.83560, 1.49958, -3.23855)
H (-2.66862, -4.48347, -1.66720)
H (-1.36096, -5.38127, -0.89106)
H (-0.98557, -3.99398, -1.91560)
H (-2.15388, -2.49077, -0.27744)
H (-2.47329, -5.00544, 1.41686)
H (-3.77772, -4.14980, 0.58769)
H (-2.89001, -3.35599, 1.90624)
H (0.09431, -5.26237, 1.49992)
H (2.28255, -3.84951, 2.36447)
H (3.24630, -1.51521, 2.20834)
H (2.73805, -0.26102, 4.26658)
H (1.43213, 2.01457, 5.03888)
H (0.02689, 3.58427, 1.94839)
H (-0.35618, 3.57677, 4.96679)
H (-0.60144, 4.93906, 3.87835)
H (1.02505, 4.28524, 4.11902)
H (-2.12138, 2.23254, 3.63219)
H (-1.98188, 2.13552, 1.88380)
H (-2.33337, 3.69032, 2.64429)
H (4.74304, -1.09458, 0.35427)
H (4.81071, 0.00158, -2.15352)
H (2.44209, 0.21212, -3.75807)
H (3.13162, 2.94956, -2.62092)
H (2.98952, 2.56237, -4.33954)
H (4.27088, 1.83136, -3.36940)
H (0.71975, 2.53001, -2.90018)
H (0.08612, 0.90094, -2.73608)
H (0.61879, 1.48918, -4.30828)
N (0.21072, 4.15913, -0.71016)
C (-1.11035, 4.15158, -1.09678)
C (-1.53180, 2.87133, -0.92041)
N (-0.49647, 2.10499, -0.43558)
C (0.53309, 2.91052, -0.31816)
H (0.82646, 4.95268, -0.69862)
H (-1.61682, 5.03457, -1.44150)
H (-2.51190, 2.45790, -1.08401)
H (1.50364, 2.62246, 0.04936)

***

The following is a DFT calculation (ωB97M-V/def2-TZVPD) of a 4-piece molecular cluster, C2H14N2O3 overall at a distorted geometry.

Charge: -1
Energy: -419.7451 Ha
Multiplicity: 2
E_HOMO (alpha / beta): 1.0 / -5.0 eV
Relative energy (zero: lowest compared OMol25 entry of this formula, charge and spin): 102.1 kJ/mol
Frontier orbital gap (alpha / beta): 2.5 / 8.5 eV

Atoms and positions in Å:
C (-0.58737, -0.16627, 2.22337)
N (-1.23144, -0.21675, 0.94372)
C (-1.06692, 0.79436, -0.06632)
N (-2.16193, 1.08929, -0.97280)
H (-0.08545, -1.11487, 2.43209)
H (-1.22303, 0.12114, 3.07757)
H (0.18381, 0.60968, 2.18490)
H (-2.03070, -0.83040, 0.89216)
H (-0.85470, 1.72662, 0.48934)
H (-0.11663, 0.67688, -0.60022)
H (-2.67390, 1.88764, -0.61644)
H (-2.81058, 0.30331, -1.02793)
H (-0.61010, -1.66787, -0.71082)
H (-1.25973, -2.71598, -1.55934)
O (-0.42251, -2.53398, -1.10779)
H (2.78208, 1.47142, -1.97192)
H (3.14366, 2.77332, -1.36398)
O (2.52101, 2.40947, -1.97281)
H (2.14623, -1.35089, -0.36126)
H (3.25598, -1.86687, 0.46488)
O (3.10221, -1.39924, -0.37640)